Record 1
2 unconnected molecules or ions with the total composition C14H34BrO5PSi, computed with the ωB97M-V functional and the def2-TZVPD basis.

Output
* gap between HOMO and LUMO: 8.97 eV
* E_HOMO: -0.3139 Ha
* charge: 0
* spin multiplicity: 1
* SMILES: CCCCO[Si@H]([C@@H](C)CC)P(O)Br.COCCOCCOC

XYZ file:
```
56
Properties=species:S:1:pos:R:3:forces:R:3
C 3.985 2.264 -1.241 0.0 -0.2 0.0
C 3.595 1.980 -2.690 0.0 -0.1 0.1
C 2.080 1.954 -2.909 0.4 -0.1 -0.1
C 1.470 0.671 -2.352 0.1 -0.1 0.3
O 0.164 0.824 -1.786 0.2 -0.1 -0.4
Si -1.052 1.411 -2.733 -0.2 0.5 0.3
C -1.288 3.271 -2.495 -0.2 0.0 -0.4
C -1.031 4.050 -3.812 0.2 0.1 0.1
C -2.638 3.667 -1.875 0.0 0.3 0.3
C -2.555 4.963 -1.043 0.0 -0.1 0.0
P -2.771 0.031 -2.166 0.2 -0.4 0.1
O -4.047 0.953 -2.636 0.0 0.2 0.0
Br -2.720 0.378 0.070 0.1 0.1 0.0
H 3.913 1.370 -0.623 -0.1 0.0 0.0
H 3.325 3.009 -0.798 0.1 0.1 0.0
H 5.013 2.613 -1.168 0.0 0.1 0.0
H 3.998 1.008 -2.989 0.1 0.0 -0.1
H 4.054 2.716 -3.349 -0.1 0.1 0.0
H 1.641 2.825 -2.422 -0.1 0.0 0.0
H 1.896 2.008 -3.983 -0.2 0.2 0.0
H 2.103 0.288 -1.552 0.0 0.0 0.1
H 1.451 -0.096 -3.130 -0.1 0.0 0.0
H -0.765 1.113 -4.159 0.0 -0.1 -0.1
H -0.513 3.572 -1.786 0.1 -0.2 0.1
H -1.854 4.729 -4.029 -0.1 0.0 0.0
H -0.130 4.658 -3.745 0.1 0.0 0.0
H -0.899 3.399 -4.676 -0.1 0.0 -0.1
H -3.373 3.812 -2.665 0.0 -0.2 -0.1
H -3.024 2.878 -1.237 0.0 -0.1 0.0
H -2.661 4.748 0.020 0.0 0.0 0.1
H -1.592 5.459 -1.167 0.0 0.1 -0.1
H -3.341 5.670 -1.303 0.0 0.1 0.0
H -4.851 0.513 -2.348 -0.3 0.0 -0.2
C 0.975 -4.415 6.291 0.1 0.0 0.0
O 0.989 -4.310 4.888 -0.2 0.1 0.0
C 0.407 -5.433 4.249 0.1 0.0 0.1
C -0.112 -5.073 2.877 0.0 -0.1 -0.1
O -1.344 -4.373 2.891 0.0 0.0 0.0
C -1.305 -2.991 3.208 -0.1 0.1 0.1
C -0.823 -2.112 2.078 0.1 0.0 0.1
O 0.588 -2.168 1.967 0.0 -0.2 -0.1
C 1.036 -1.798 0.684 0.1 0.0 0.0
H 1.568 -5.270 6.638 0.0 0.0 0.0
H 1.409 -3.501 6.691 0.0 0.0 0.0
H -0.048 -4.517 6.672 0.0 0.0 0.0
H -0.419 -5.829 4.852 0.0 0.0 0.0
H 1.167 -6.221 4.144 -0.1 -0.1 0.0
H -0.327 -6.009 2.357 0.0 0.0 0.0
H 0.648 -4.533 2.308 0.0 0.1 0.1
H -0.723 -2.805 4.114 0.1 0.0 -0.1
H -2.344 -2.722 3.410 0.0 0.0 0.0
H -1.125 -1.076 2.281 -0.1 0.0 -0.1
H -1.297 -2.434 1.143 0.0 0.0 0.0
H 0.616 -2.457 -0.087 0.0 0.0 0.0
H 2.121 -1.897 0.678 0.0 0.0 0.0
H 0.764 -0.765 0.445 0.0 0.0 -0.1
```
Forces are in eV/Å.

Record 2
A molecular structure, C33H24ClNO2P2S3Zn in a non-equilibrium geometry, computed with the ωB97M-V functional and the def2-TZVPD basis.

Output
* gap between HOMO and LUMO: 5.84 eV
* E_HOMO: -0.0643 Ha
* charge: -2
* spin multiplicity: 1

XYZ file:
```
67
Properties=species:S:1:pos:R:3:forces:R:3
Zn 0.038 -0.762 0.367 0.1 -0.4 0.0
S 2.614 0.942 1.736 0.2 -0.2 -0.2
P 0.753 1.418 2.201 -0.9 -0.1 0.3
C -0.624 0.914 1.267 0.8 0.5 -0.6
P -1.258 1.843 -0.047 -0.5 -0.3 0.9
S -0.339 2.214 -1.760 0.2 0.1 -0.2
C -1.992 3.410 0.605 0.1 0.0 0.1
C -2.862 3.336 1.693 0.0 0.0 0.0
C -3.430 4.485 2.219 0.0 0.0 0.0
C -3.132 5.725 1.665 0.0 0.0 0.0
C -2.274 5.805 0.579 0.0 0.0 0.0
C -1.708 4.650 0.049 0.0 0.0 0.0
C -2.865 1.003 -0.419 0.0 0.1 -0.2
C -3.690 1.570 -1.392 0.0 -0.1 0.0
C -4.925 1.013 -1.687 0.0 0.0 0.0
C -5.347 -0.131 -1.017 0.0 0.0 0.0
C -4.530 -0.703 -0.054 0.0 0.0 0.0
C -3.296 -0.135 0.249 -0.1 0.1 0.1
C 0.788 3.227 2.553 0.0 0.0 -0.1
C 0.223 3.794 3.691 0.0 0.0 -0.1
C 0.362 5.156 3.939 0.0 0.0 0.0
C 1.058 5.961 3.051 0.0 0.1 0.0
C 1.613 5.403 1.905 0.0 0.0 0.0
C 1.480 4.046 1.659 -0.1 0.0 0.0
C 0.395 0.722 3.882 0.1 0.0 0.0
C 1.421 0.580 4.815 -0.1 0.1 0.0
C 1.168 0.037 6.067 0.0 0.0 0.0
C -0.113 -0.391 6.394 0.0 0.0 0.0
C -1.137 -0.267 5.468 0.0 0.0 0.0
C -0.885 0.293 4.220 0.1 0.0 0.0
H -3.085 2.363 2.118 0.0 0.0 0.0
H -4.099 4.418 3.070 0.0 0.0 0.0
H -3.560 6.627 2.090 0.0 0.0 0.0
H -2.034 6.771 0.148 0.0 0.0 0.0
H -1.043 4.686 -0.806 0.0 0.0 0.0
H -3.341 2.450 -1.920 0.0 0.0 0.0
H -5.560 1.469 -2.439 0.0 0.0 0.0
H -6.312 -0.572 -1.247 0.0 0.0 0.0
H -4.848 -1.592 0.478 0.0 0.0 0.0
H -2.684 -0.574 1.025 0.0 0.0 0.0
H -0.321 3.168 4.387 0.0 0.0 0.0
H -0.077 5.588 4.832 0.0 0.0 0.0
H 1.159 7.023 3.245 0.0 0.0 0.0
H 2.151 6.030 1.203 0.0 0.0 0.0
H 1.923 3.592 0.780 0.0 0.0 0.0
H 2.420 0.888 4.534 0.0 0.0 0.0
H 1.976 -0.077 6.781 0.0 0.0 0.0
H -0.308 -0.835 7.365 0.0 0.0 0.0
H -2.129 -0.637 5.694 0.0 0.0 0.0
H -1.669 0.368 3.478 0.0 0.0 -0.1
Cl 2.124 -2.238 -6.585 0.0 0.0 0.0
C 1.907 -1.829 -4.889 0.1 0.0 0.0
C 2.994 -1.301 -4.166 -0.1 0.0 0.0
C 2.854 -0.992 -2.845 0.0 0.0 0.0
C 1.619 -1.201 -2.141 -0.2 0.0 -0.1
O 1.560 -0.967 -0.901 0.1 0.0 0.1
C 0.523 -1.695 -2.925 0.3 0.1 0.1
C -0.785 -1.868 -2.363 -0.2 0.0 0.0
O -1.171 -1.575 -1.239 0.0 0.0 0.0
C 0.700 -2.014 -4.283 -0.1 0.0 0.0
H 3.936 -1.142 -4.677 0.0 0.0 0.0
H 3.673 -0.572 -2.274 0.0 0.0 0.0
H -1.526 -2.319 -3.051 0.0 0.0 0.0
H -0.141 -2.402 -4.849 0.0 0.0 0.0
S -0.014 -2.942 1.535 0.2 0.2 -0.1
C -1.509 -2.698 2.236 -0.4 0.0 0.3
N -2.550 -2.554 2.735 0.2 0.0 -0.1
```
Forces are in eV/Å.

Record 3
A molecular structure, C2H3CuLiO4 in a non-equilibrium geometry, computed with the ωB97M-V functional and the def2-TZVPD basis.

Output
* gap between HOMO and LUMO (spin up / spin down): 7.95 / 7.65 eV
* E_HOMO (spin up / spin down): -0.3087 / -0.3078 Ha
* expectation value of S²: 0.76
* charge: 0
* spin multiplicity: 2

XYZ file:
```
11
Properties=species:S:1:pos:R:3:forces:R:3
O 0.409 0.268 -0.793 0.5 0.3 -1.1
C 1.365 -0.141 -0.143 0.0 -0.3 0.1
C 1.179 -0.618 1.262 -0.4 0.1 0.1
O -0.111 -0.543 1.695 1.1 -0.5 0.7
O -3.163 0.226 -1.590 1.6 4.6 1.3
O -2.913 1.673 -1.208 0.0 -4.9 -1.2
Cu -1.256 0.128 0.435 -1.9 0.4 -0.3
Li -1.390 0.871 -2.193 -0.7 0.0 0.6
H 2.367 -0.199 -0.604 -0.2 0.1 0.0
H 1.903 -0.019 1.865 -0.1 -0.1 -0.1
H 1.610 -1.647 1.275 -0.1 0.1 0.0
```
Forces are in eV/Å.

Repeat the first record exactly.
2 unconnected molecules or ions with the total composition C14H34BrO5PSi, computed with the ωB97M-V functional and the def2-TZVPD basis.

Output
* gap between HOMO and LUMO: 8.97 eV
* E_HOMO: -0.3139 Ha
* charge: 0
* spin multiplicity: 1
* SMILES: CCCCO[Si@H]([C@@H](C)CC)P(O)Br.COCCOCCOC

XYZ file:
```
56
Properties=species:S:1:pos:R:3:forces:R:3
C 3.985 2.264 -1.241 0.0 -0.2 0.0
C 3.595 1.980 -2.690 0.0 -0.1 0.1
C 2.080 1.954 -2.909 0.4 -0.1 -0.1
C 1.470 0.671 -2.352 0.1 -0.1 0.3
O 0.164 0.824 -1.786 0.2 -0.1 -0.4
Si -1.052 1.411 -2.733 -0.2 0.5 0.3
C -1.288 3.271 -2.495 -0.2 0.0 -0.4
C -1.031 4.050 -3.812 0.2 0.1 0.1
C -2.638 3.667 -1.875 0.0 0.3 0.3
C -2.555 4.963 -1.043 0.0 -0.1 0.0
P -2.771 0.031 -2.166 0.2 -0.4 0.1
O -4.047 0.953 -2.636 0.0 0.2 0.0
Br -2.720 0.378 0.070 0.1 0.1 0.0
H 3.913 1.370 -0.623 -0.1 0.0 0.0
H 3.325 3.009 -0.798 0.1 0.1 0.0
H 5.013 2.613 -1.168 0.0 0.1 0.0
H 3.998 1.008 -2.989 0.1 0.0 -0.1
H 4.054 2.716 -3.349 -0.1 0.1 0.0
H 1.641 2.825 -2.422 -0.1 0.0 0.0
H 1.896 2.008 -3.983 -0.2 0.2 0.0
H 2.103 0.288 -1.552 0.0 0.0 0.1
H 1.451 -0.096 -3.130 -0.1 0.0 0.0
H -0.765 1.113 -4.159 0.0 -0.1 -0.1
H -0.513 3.572 -1.786 0.1 -0.2 0.1
H -1.854 4.729 -4.029 -0.1 0.0 0.0
H -0.130 4.658 -3.745 0.1 0.0 0.0
H -0.899 3.399 -4.676 -0.1 0.0 -0.1
H -3.373 3.812 -2.665 0.0 -0.2 -0.1
H -3.024 2.878 -1.237 0.0 -0.1 0.0
H -2.661 4.748 0.020 0.0 0.0 0.1
H -1.592 5.459 -1.167 0.0 0.1 -0.1
H -3.341 5.670 -1.303 0.0 0.1 0.0
H -4.851 0.513 -2.348 -0.3 0.0 -0.2
C 0.975 -4.415 6.291 0.1 0.0 0.0
O 0.989 -4.310 4.888 -0.2 0.1 0.0
C 0.407 -5.433 4.249 0.1 0.0 0.1
C -0.112 -5.073 2.877 0.0 -0.1 -0.1
O -1.344 -4.373 2.891 0.0 0.0 0.0
C -1.305 -2.991 3.208 -0.1 0.1 0.1
C -0.823 -2.112 2.078 0.1 0.0 0.1
O 0.588 -2.168 1.967 0.0 -0.2 -0.1
C 1.036 -1.798 0.684 0.1 0.0 0.0
H 1.568 -5.270 6.638 0.0 0.0 0.0
H 1.409 -3.501 6.691 0.0 0.0 0.0
H -0.048 -4.517 6.672 0.0 0.0 0.0
H -0.419 -5.829 4.852 0.0 0.0 0.0
H 1.167 -6.221 4.144 -0.1 -0.1 0.0
H -0.327 -6.009 2.357 0.0 0.0 0.0
H 0.648 -4.533 2.308 0.0 0.1 0.1
H -0.723 -2.805 4.114 0.1 0.0 -0.1
H -2.344 -2.722 3.410 0.0 0.0 0.0
H -1.125 -1.076 2.281 -0.1 0.0 -0.1
H -1.297 -2.434 1.143 0.0 0.0 0.0
H 0.616 -2.457 -0.087 0.0 0.0 0.0
H 2.121 -1.897 0.678 0.0 0.0 0.0
H 0.764 -0.765 0.445 0.0 0.0 -0.1
```
Forces are in eV/Å.

Q: What is the charge in the third record?
A: 0

Q: Look up the charge of the second one.
A: -2